Density functional theory data (wB97M-V/def2-TZVPD) for a gas-phase ion, CH2NO3S (charge -1) at a distorted geometry.

Geometry as XYZ:
```
8
Properties=species:S:1:pos:R:3:lowdin_charge:R:1
C -0.534 -0.443 0.043 -0.10
N -0.297 -0.293 2.324 -0.20
O -2.892 -1.685 2.319 -0.60
O -2.364 0.364 1.172 -0.65
O 0.193 -0.408 1.130 -0.28
S -2.292 -0.296 2.522 0.69
H -1.615 -0.873 0.150 0.09
H 0.196 -0.534 -0.787 0.06
```

Values from the calculation:
ΔE to the lowest compared entry with this formula, charge and spin	6.295	eV
net charge	-1
highest occupied orbital energy (spin up / spin down)	-0.124 / -0.114	hartree
LUMO energy (spin up / spin down)	4.10 / 4.11	eV
gap between HOMO and LUMO (spin up / spin down)	7.48 / 7.22	eV